No. 1
{
  "formula": "C4H6MgO2",
  "method": "wB97M-V/def2-TZVPD",
  "lumo_energy_ev": [-5.592, -5.603],
  "de_lowest_kj_mol": 23.3,
  "spin_multiplicity": 2,
  "homo_lumo_gap_ha": [0.2120, 0.2604],
  "total_charge": 1,
  "species": ["O", "C", "H", "H", "C", "C", "C", "O", "Mg", "H", "H", "H", "H"],
  "positions_angstrom": [[3.1610, 0.3809, -0.3650], [2.5184, -0.5659, 0.1861], [4.1237, 0.2453, -0.4419], [3.1785, -1.3817, 0.5348], [-1.0592, 1.3150, 0.2322], [-2.0508, 0.4664, -0.3383], [-2.6122, -0.7140, 0.3604], [-1.4060, -1.0830, -0.2830], [0.3446, -0.3509, 0.5039], [-2.5401, 0.7339, -1.2843], [-1.0780, 2.3941, 0.0581], [-3.4917, -1.1692, -0.1105], [-2.6362, -0.6889, 1.4563]],
  "forces_ev_per_a": [[-0.168, 0.029, -0.145], [0.304, -0.357, 0.451], [0.143, 0.030, 0.006], [-0.043, 0.096, -0.200], [0.747, -0.395, 0.452], [-0.121, 0.314, 0.097], [-0.579, 0.574, 0.146], [0.559, -0.315, -0.291], [-1.489, 1.003, -0.538], [0.391, -0.444, 0.080], [-0.184, -0.407, -0.052], [0.280, 0.085, 0.323], [0.161, -0.214, -0.330]]
}

No. 2
{
  "formula": "C29H54P2RuSi",
  "method": "wB97M-V/def2-TZVPD",
  "lumo_energy_ev": [-1.621, -4.811],
  "spin_multiplicity": 6,
  "homo_lumo_gap_ha": [0.2607, 0.2283],
  "total_charge": 1,
  "species": ["Ru", "C", "C", "C", "C", "C", "C", "H", "H", "H", "C", "H", "H", "H", "C", "H", "H", "H", "C", "H", "H", "H", "C", "H", "H", "H", "C", "C", "C", "C", "C", "C", "C", "C", "H", "H", "H", "H", "H", "H", "H", "H", "H", "H", "H", "H", "P", "C", "H", "H", "H", "C", "H", "H", "H", "C", "H", "H", "H", "P", "C", "H", "H", "H", "C", "H", "H", "H", "C", "H", "H", "H", "C", "Si", "C", "C", "C", "C", "H", "H", "H", "H", "H", "H", "H", "H", "H"],
  "positions_angstrom": [[0.2537, 0.0257, 0.3401], [1.2944, -1.9044, -0.9088], [1.0334, -1.2510, -2.1522], [2.1212, 0.2733, -0.7955], [2.0808, -1.0171, -0.0947], [1.5465, 0.0617, -2.1000], [1.0187, -3.3130, -0.5665], [0.0644, -3.6365, -0.9989], [0.9927, -3.4507, 0.5229], [1.8059, -3.9791, -0.9574], [3.0271, -1.3828, 0.9881], [2.8372, -2.3862, 1.3844], [2.8984, -0.6523, 1.7991], [4.0757, -1.3128, 0.6490], [3.0112, 1.3783, -0.3570], [4.0362, 1.2096, -0.7114], [3.0147, 1.4231, 0.7397], [2.6494, 2.3369, -0.7393], [1.6762, 0.9921, -3.2386], [2.5501, 0.7363, -3.8606], [1.8180, 2.0216, -2.8913], [0.7942, 0.9700, -3.8908], [0.4870, -1.9159, -3.3483], [1.2453, -2.5517, -3.8304], [0.1530, -1.1828, -4.0814], [-0.3676, -2.5527, -3.1034], [-3.3259, -0.6793, -1.2027], [-2.6735, -1.6887, -1.7902], [-3.1003, -2.2830, -3.1023], [-2.8189, -1.4519, -4.3934], [-2.2217, -0.0825, -4.2205], [-2.8791, 0.9246, -3.6278], [-4.2946, 0.7856, -3.1366], [-4.5274, -0.0203, -1.8229], [-4.1804, -2.5073, -3.0836], [-3.7739, -1.3778, -4.9434], [-2.5802, -3.2481, -3.2201], [-5.3099, -0.7707, -2.0347], [-3.0779, -0.3290, -0.1938], [-1.8352, -2.2005, -1.3031], [-4.9474, 0.6776, -1.0821], [-4.6859, 1.8035, -2.9719], [-2.4884, 1.9465, -3.6343], [-4.9236, 0.3299, -3.9206], [-2.1364, -2.0391, -5.0306], [-1.2964, 0.0932, -4.7793], [-0.7873, -1.2450, 1.9584], [0.3730, -1.9235, 3.1962], [-0.1767, -2.2589, 4.0872], [1.0705, -1.1258, 3.4843], [0.9522, -2.7566, 2.7788], [-1.9276, -0.2455, 2.9716], [-2.1717, -0.7938, 3.8943], [-2.8488, -0.0453, 2.4101], [-1.4323, 0.7001, 3.2253], [-1.7973, -2.6587, 1.4480], [-2.6669, -2.3081, 0.8821], [-2.1351, -3.2232, 2.3294], [-1.2166, -3.3265, 0.8037], [-0.5438, 2.2285, 0.2554], [-0.2905, 2.9938, -1.3892], [-0.9801, 3.8397, -1.5254], [-0.5124, 2.2469, -2.1606], [0.7394, 3.3482, -1.5105], [-2.3572, 2.4383, 0.3245], [-2.7871, 2.1722, -0.6490], [-2.6100, 3.4843, 0.5520], [-2.7851, 1.7872, 1.0915], [0.1524, 3.4053, 1.4655], [-0.1710, 4.4358, 1.2654], [1.2487, 3.3457, 1.4450], [-0.1432, 3.1017, 2.4788], [4.7281, 0.1359, 3.5324], [3.2549, 1.2039, 4.0827], [2.6771, 0.4833, 5.7235], [3.8566, 2.9864, 4.0608], [1.8172, 1.0927, 2.9359], [1.0413, 0.7825, 2.0058], [5.5854, 0.2397, 4.2132], [5.0671, 0.4254, 2.5280], [4.4552, -0.9276, 3.5081], [3.4031, 0.6991, 6.5187], [1.6941, 0.8792, 6.0163], [2.5871, -0.6097, 5.6279], [4.3510, 3.1887, 3.0981], [3.0269, 3.6988, 4.1691], [4.5859, 3.1672, 4.8617]],
  "forces_ev_per_a": [[-1.474, 0.535, -0.280], [0.639, 0.761, -0.624], [0.442, -0.947, 0.768], [0.700, -1.335, -1.331], [0.166, 0.201, -1.275], [0.839, 0.408, 0.975], [0.038, -0.619, -0.021], [0.165, -0.109, 0.135], [-0.061, -0.075, -0.296], [-0.249, 0.127, 0.082], [0.180, 0.202, 0.586], [0.121, 0.163, -0.116], [0.309, -0.517, -0.195], [-0.402, -0.161, 0.002], [0.159, 0.280, 0.106], [-0.122, 0.142, 0.001], [0.191, 0.124, -0.418], [0.230, 0.012, 0.037], [-0.092, 0.479, -0.435], [-0.215, 0.024, 0.159], [0.026, -0.223, -0.183], [0.165, 0.053, 0.074], [-0.260, -0.181, -0.433], [-0.137, 0.104, 0.125], [0.080, -0.138, 0.005], [0.117, -0.018, -0.038], [-0.007, -0.436, -0.050], [-0.159, 0.046, 0.358], [0.043, -0.398, -0.191], [0.179, -0.294, -0.349], [-0.454, 0.635, -0.266], [0.128, -0.231, -0.647], [-0.236, 0.360, 0.113], [-0.332, 0.238, 0.287], [0.356, 0.052, 0.168], [0.384, 0.101, 0.085], [-0.339, 0.257, 0.078], [0.304, 0.184, 0.242], [0.271, -0.197, -0.362], [-0.236, 0.450, 0.026], [-0.006, -0.334, -0.189], [0.025, -0.412, -0.169], [0.186, -0.391, 0.004], [0.323, 0.208, 0.132], [-0.346, 0.218, 0.170], [-0.198, 0.168, 0.498], [-0.803, -1.716, 1.204], [0.044, -0.085, 0.272], [0.115, -0.052, -0.264], [-0.305, -0.382, -0.056], [-0.225, 0.141, 0.083], [-0.017, 0.046, 0.115], [0.000, 0.194, -0.273], [0.193, -0.055, 0.164], [-0.180, -0.221, 0.017], [-0.333, -0.500, 0.352], [0.157, -0.080, 0.145], [-0.018, 0.076, -0.238], [-0.138, 0.156, 0.194], [-0.592, 1.802, -1.376], [0.024, 0.445, -0.069], [0.250, -0.108, 0.062], [0.071, 0.124, 0.207], [-0.236, -0.089, 0.002], [-0.232, 0.040, 0.434], [0.175, -0.031, 0.207], [0.062, -0.263, -0.057], [-0.078, 0.190, -0.093], [-0.046, 0.256, 0.074], [-0.022, -0.269, -0.024], [-0.336, 0.042, -0.140], [-0.028, 0.145, -0.329], [-0.350, -0.016, -0.298], [0.917, -0.005, 0.638], [-0.167, 0.240, -0.069], [-0.257, 0.000, 0.076], [-0.821, -0.643, -1.470], [1.877, 0.959, 3.010], [-0.328, 0.127, -0.055], [-0.017, -0.104, 0.193], [0.107, 0.198, -0.009], [-0.191, -0.073, -0.141], [0.286, -0.084, 0.032], [0.043, 0.284, 0.028], [-0.122, -0.065, 0.249], [0.240, -0.120, 0.040], [-0.159, -0.018, -0.183]]
}